1.
Entry from the Open Molecules 2025 dataset: one molecule with the formula C6H8N2OS in a non-equilibrium geometry (wB97M-V/def2-TZVPD).

Cartesian coordinates (Å):
C: -1.1962 2.4313 -0.0650
C: -0.1680 1.2989 -0.0993
C: 1.2104 1.5989 -0.0802
C: 0.9390 -0.7642 0.0480
C: -0.3028 -0.0822 -0.0219
C: -1.5572 -0.7811 -0.0172
H: -0.7902 3.4297 -0.3401
H: -1.9834 2.0286 -0.7172
H: -1.5421 2.5607 0.9598
H: 1.8160 2.5030 0.0096
H: 0.2485 -2.6321 0.0783
H: 2.1568 -2.7284 0.3657
H: -2.6534 0.8152 1.0521
H: -3.4894 -0.6131 0.1922
N: 1.1301 -2.1219 0.1829
N: -2.6502 -0.0117 0.2376
O: -1.6782 -1.9591 -0.3812
S: 2.2970 0.1897 -0.0051

Cartesian forces (eV/Å) of the 3 atoms listed first:
C 0.57 -0.86 -0.42
C 4.23 3.01 0.63
C 0.09 0.21 0.05

The SMILES is Cc1csc(N)c1C(N)=O. Its strongest force on any atom is 0.106 Eh/bohr. The calculation puts the calculated total energy at -816.33141 Ha. The LUMO energy comes out at 0.646 eV. Its HOMO energy is -7.4 eV.


2.
Entry from the Open Molecules 2025 dataset: a 3-piece molecular cluster, C4H15NO2 overall in a non-equilibrium geometry (wB97M-V/def2-TZVPD).

Cartesian coordinates (Å):
C: 1.3746 -0.6114 1.7689
C: 0.0891 -1.2029 1.1897
C: -1.1925 -0.4041 1.4312
C: -1.5124 0.7377 0.4359
N: -1.3974 0.2955 -0.9353
H: 2.1893 -1.2526 1.4376
H: 1.5134 0.4213 1.4564
H: 1.2982 -0.6439 2.8554
H: -0.1050 -2.1912 1.6165
H: 0.1107 -1.4471 0.1272
H: -1.3180 -0.0798 2.4648
H: -2.0346 -1.0863 1.2415
H: -2.5195 1.1016 0.6760
H: -0.8583 1.6004 0.5628
H: -1.8582 -0.5284 -1.2605
H: -1.3244 1.0352 -1.5995
H: 1.4134 -0.7709 -2.9022
H: 0.3127 -0.5016 -1.7921
O: 0.7701 -1.1861 -2.3066
H: 2.0147 1.4127 -1.1298
H: 1.1488 2.4477 -0.1521
O: 1.3485 2.0526 -0.9830

Cartesian forces (eV/Å) of the 3 atoms listed first:
C -0.77 -0.56 -0.35
C -0.83 -0.25 0.11
C -0.74 -0.09 -0.88

The SMILES is CCCCN.O.O. Its strongest force on any atom is 0.059 Eh/bohr. The calculation puts the calculated total energy at -366.61145 Ha. The LUMO energy comes out at 0.723 eV. Its HOMO energy is -9.1 eV.


3.
Entry from the Open Molecules 2025 dataset: a 4-piece molecular cluster, C3H15N2O3 overall in a non-equilibrium geometry (wB97M-V/def2-TZVPD).

Cartesian coordinates (Å):
C: 1.4318 -2.1790 2.0012
C: 0.6007 -1.3140 1.1071
C: 1.0691 -0.4682 0.1722
N: 0.3269 0.6569 -0.3994
N: -0.7439 -1.3821 1.3471
H: 1.3130 -1.8064 3.0334
H: 2.4548 -2.3466 1.6957
H: 0.9194 -3.1445 2.0383
H: 2.1262 -0.3800 -0.0061
H: 0.7362 1.5418 -0.1145
H: -0.6288 0.6439 -0.0067
H: 0.1466 0.6322 -1.4107
H: -1.0927 -1.7664 2.2160
H: -1.5106 -0.9550 0.8499
H: -2.3044 0.8550 2.5602
H: -3.1775 1.6738 1.4887
O: -2.4314 1.0724 1.6243
H: -0.6595 3.2418 -2.4644
H: 0.6456 2.8396 -2.2846
O: -0.2120 2.4040 -2.2854
H: 0.9241 -0.3411 -4.0067
H: -0.4125 0.2668 -3.7519
O: 0.4791 0.2551 -3.4035

Cartesian forces (eV/Å) of the 3 atoms listed first:
C -1.10 -0.51 0.24
C -1.00 1.04 -0.55
C 1.56 -0.02 0.28

The net charge is +1. Its strongest force on any atom is 0.041 Eh/bohr. The calculation puts the calculated total energy at -458.28623 Ha. The LUMO energy comes out at -2.831 eV. Its HOMO energy is -12.2 eV.